Record 1
100
Properties=species:S:1:pos:R:3 method="wB97M-V/def2-TZVPD" e_lumo_ha=-0.0903 max_force_ev_per_a=19.646 total_charge=+1 homo_lumo_gap_ev=7.7 homo_energy_ev=-10.201
O -5.472 4.585 -1.467
O -2.592 -6.310 4.435
O 1.621 1.223 -3.170
O 2.303 0.042 5.068
O -4.977 -4.700 -2.576
O -5.440 -1.347 1.967
O -0.597 -1.271 3.072
O -3.300 0.236 -4.261
O 2.407 5.976 -6.176
O 4.306 4.871 3.344
N 5.429 -1.815 -0.005
N -0.296 0.430 0.013
N 1.009 -1.271 0.429
C -5.134 -2.047 0.812
C -1.756 -3.390 2.424
C -3.609 3.492 -2.500
C -1.317 -4.431 4.911
C -4.596 -2.485 -1.594
C -4.952 3.580 -2.123
C -5.790 2.441 -2.555
C -1.281 1.174 -0.638
C 3.108 4.403 -4.541
C 1.338 -2.724 0.572
C -5.094 -4.387 -0.122
C -5.190 -3.507 1.038
C 1.609 -3.236 -0.809
C 3.861 1.287 3.801
C 1.087 4.022 -5.801
C 7.069 -0.243 0.955
C -0.114 -0.920 -0.212
C -1.012 -2.632 3.303
C -0.604 -3.056 4.636
C 1.831 2.382 -3.951
C -2.917 2.454 -3.283
C 5.979 0.138 -1.200
C -3.786 1.327 -3.608
C -2.325 -4.617 2.805
C 6.404 -1.517 0.900
C -4.760 -1.532 -0.422
C -5.100 1.284 -3.242
C 2.026 2.396 4.970
C 4.443 2.551 3.515
C 5.435 -1.028 -1.137
C -2.126 -5.150 4.121
C 2.678 1.268 4.620
C 1.581 -0.243 1.116
C 0.727 0.810 0.840
C 2.441 3.690 4.451
C -4.953 -3.838 -1.457
C 6.732 0.670 -0.082
C 2.844 3.252 -3.724
C 2.157 4.879 -5.508
C 0.958 2.706 -4.948
C 3.749 3.702 3.747
H 1.907 -4.230 -0.818
H -1.854 2.520 -3.588
H 0.022 2.110 -5.293
H -6.372 4.626 -1.375
H 7.164 1.666 -0.124
H 0.389 4.021 -6.732
H -3.080 4.150 -2.081
H 2.923 -0.666 5.348
H 0.848 -3.281 -1.419
H -2.607 -6.929 3.692
H 1.835 4.638 4.706
H -2.983 -5.255 2.341
H -4.818 -0.452 -0.601
H -5.658 0.421 -3.589
H -0.913 1.148 -1.743
H -1.324 2.110 -0.128
H 2.614 6.898 -5.876
H 1.081 2.316 5.328
H 2.222 -2.633 1.278
H -0.242 -2.333 5.354
H -0.882 -1.538 -0.804
H 0.874 0.838 -3.381
H -5.402 -5.437 0.119
H 4.714 -1.274 -1.834
H 3.765 5.001 -4.224
H 2.300 -0.367 1.843
H -1.091 -4.828 5.966
H -5.291 -1.920 2.789
H 6.446 -2.372 1.618
H 1.053 1.823 1.271
H -1.950 -2.858 1.464
H 7.830 0.119 1.873
H 3.788 5.657 3.810
H -4.564 -4.452 -3.354
H 0.658 -3.207 1.192
H 2.397 -2.889 -1.516
H -2.346 0.099 -4.299
H -5.379 -3.969 1.953
H -0.228 -1.005 4.030
H -4.387 -1.863 -2.501
H -2.206 0.696 -0.728
H 5.344 2.547 3.045
H 3.608 2.968 -2.999
H 5.764 0.861 -1.843
H 4.578 0.400 3.632
H -6.631 2.594 -2.511

=====

Record 2
99
Properties=species:S:1:pos:R:3 method="wB97M-V/def2-TZVPD" e_lumo_ha="0.0859 / 0.0598" max_force_ev_per_a=3.070 total_charge=-1 homo_lumo_gap_ev="6.0 / 6.4" spin_multiplicity=3 homo_energy_ev="-3.642 / -4.767"
Br -6.705 -4.094 1.038
Br -1.298 -5.682 0.946
Ti -0.709 -0.777 0.421
Cl -3.664 2.023 1.712
Cl 0.870 -3.736 3.323
S 1.883 -1.625 0.158
P 2.718 -0.086 1.069
P -0.489 -0.720 -2.233
O -0.916 -2.679 0.280
N 0.106 0.992 -0.039
N -2.660 -0.753 0.068
C 4.533 2.025 0.454
C 0.488 1.616 1.151
C -1.496 1.766 -3.267
C 4.495 -2.008 2.032
C -0.922 1.054 -2.220
C 3.084 -0.861 3.762
C 1.365 0.429 -4.186
C -2.147 -3.003 0.544
C -1.551 -0.887 4.793
C 4.670 -0.050 -0.975
C -0.430 1.736 -1.075
C -2.996 -1.574 -3.089
C -1.522 -1.639 -3.502
C -3.548 0.185 -0.283
C 1.785 -1.920 -3.349
C -2.203 3.913 -4.402
C -0.742 -2.013 4.683
C -1.133 -0.391 2.544
C -0.263 2.625 1.777
C 1.211 -0.543 -3.017
C 3.848 -0.682 2.433
C -0.971 3.822 -2.202
C 1.699 1.247 1.771
C 3.757 0.863 -0.159
C -4.525 -2.279 0.530
C 2.173 1.946 2.883
C 1.989 3.738 4.636
C -1.781 -0.031 3.716
C -0.119 -2.306 3.474
C -3.930 -4.587 1.033
C -1.381 -1.357 -4.999
C -3.148 -1.985 0.439
C -1.562 3.151 -3.270
C -5.426 -1.240 0.204
C -2.582 -4.292 0.847
C -0.320 -1.424 2.437
C -0.409 3.143 -1.140
C -4.869 -3.601 0.873
C -4.929 -0.052 -0.245
C 0.205 3.274 2.897
C 1.452 2.980 3.449
H -1.529 4.683 -4.782
H 1.785 -0.138 -2.178
H 2.428 0.546 -4.412
H 0.870 0.070 -5.088
H 1.306 4.537 4.920
H 2.116 3.075 5.495
H 3.722 -2.758 1.866
H -0.416 4.032 3.361
H -5.596 0.749 -0.527
H 0.960 1.410 -3.944
H 4.630 0.074 2.541
H -6.493 -1.402 0.269
H 4.924 2.665 -0.340
H -3.115 4.411 -4.065
H -0.599 -2.674 5.529
H 2.961 4.181 4.408
H 0.063 3.704 -0.347
H 3.134 1.680 3.308
H 4.163 -0.986 -1.214
H -0.953 4.907 -2.203
H 2.950 -1.920 3.976
H -3.364 -0.547 -3.085
H -1.900 1.228 -4.114
H -4.234 -5.593 1.283
H -3.153 1.092 -0.709
H -2.038 -0.676 5.739
H -2.462 3.245 -5.224
H 1.704 -2.584 -2.487
H 5.381 1.663 1.039
H -0.373 -1.553 -5.358
H 2.090 -0.420 3.738
H 2.981 1.272 -0.818
H 5.085 -1.925 1.118
H -2.056 -2.030 -5.534
H 1.263 -2.378 -4.192
H 4.960 0.439 -1.907
H 3.897 2.635 1.094
H 3.630 -0.411 4.593
H -3.136 -1.990 -2.094
H -1.653 -0.337 -5.265
H -1.258 2.838 1.410
H 2.841 -1.833 -3.616
H -1.182 -2.669 -3.336
H -2.442 0.821 3.784
H 5.144 -2.352 2.840
H 5.582 -0.276 -0.417
H -3.608 -2.158 -3.780

=====

Record 3
122
Properties=species:S:1:pos:R:3 method="wB97M-V/def2-TZVPD" smiles="CCCOCc1c(C[C@H]2CO2)c(O)cc2c1Sc1c(CC(=O)Cl)ccc(F)c1N2N.CCOC(=O)C(F)(F)F.CCOC(=O)C(F)(F)F.CCOC(=O)C(F)(F)F.CCOC(=O)C(F)(F)F.CCOC(=O)C(F)(F)F" e_lumo_ha=0.0109 max_force_ev_per_a=3.358 homo_lumo_gap_ev=8.2 homo_energy_ev=-7.863
Cl 5.416 2.148 2.911
S 4.150 -2.878 1.823
F 2.293 0.491 -1.932
F 2.438 1.401 0.027
F -13.954 7.315 -1.649
F -8.163 1.739 -1.545
F 7.788 -3.529 -1.696
F 3.684 -1.098 -6.097
F 2.998 0.645 -5.010
F -8.622 2.663 -3.444
F -0.426 -3.018 8.261
F -1.711 -1.717 7.108
F -14.410 8.198 -3.569
F -15.175 6.234 -3.077
F -2.515 -3.517 8.012
F 2.680 -1.332 -4.193
F 0.561 1.424 -1.036
F -9.430 0.713 -2.969
O 5.007 -0.812 -2.985
O -1.370 -1.838 10.482
O 1.477 3.537 -2.436
O 1.393 -4.718 -3.072
O 7.686 0.941 3.158
O 1.495 -2.819 2.531
O -1.418 -1.358 -2.378
O -6.705 -0.150 -2.718
O 3.567 3.041 -1.737
O 5.798 0.028 -4.928
O -12.439 5.445 -2.768
O -6.686 1.173 -4.548
O -3.079 -1.002 9.266
O -12.420 6.735 -4.620
N 5.334 -4.366 -0.336
N 5.888 -5.345 -1.197
C -14.127 7.059 -2.949
C 1.837 -1.702 4.643
C 7.598 -1.017 0.878
C -0.274 -1.515 -3.203
C -2.761 1.038 10.570
C 1.166 -0.806 5.682
C 3.863 5.453 -1.496
C -10.002 5.466 -2.951
C 1.896 -3.109 0.198
C -7.125 0.832 -3.491
C 1.880 1.524 -1.179
C -0.274 -1.789 -1.708
C 5.870 -0.572 2.707
C 3.329 -4.529 -1.729
C 7.895 -1.084 -4.348
C 2.266 2.848 -1.864
C 3.534 -0.575 -4.879
C 0.838 -2.141 3.589
C 3.974 -4.095 -0.582
C -3.552 -0.239 10.397
C -5.566 -0.901 -3.202
C 4.880 -0.486 -4.127
C 6.535 0.755 2.936
C -8.355 1.502 -2.845
C -1.650 -2.510 8.185
C 3.251 -3.392 0.377
C 8.028 -1.763 -0.202
C 5.674 -2.437 1.051
C 7.112 0.209 -4.354
C 6.116 -3.235 -0.008
C -11.281 4.712 -3.226
C 6.406 -1.343 1.517
C 1.163 -2.328 1.251
C 1.988 -4.247 -1.914
C -4.264 -0.186 -2.926
C -1.997 -1.734 9.471
C 7.298 -2.848 -0.630
C -12.872 6.406 -3.565
C 1.251 -3.536 -0.970
C 4.094 4.233 -2.359
C -0.204 -3.238 -1.239
H -0.802 -3.330 -0.334
H -9.926 5.713 -1.891
H -4.214 0.756 -3.473
H -5.609 -1.846 -2.665
H -3.520 -0.859 11.292
H -11.305 3.775 -2.674
H 0.217 -1.252 5.980
H -1.720 0.825 10.810
H 2.253 -2.582 5.136
H 3.657 4.349 -3.350
H 7.592 0.952 -4.987
H 2.800 5.659 -1.385
H 1.788 -0.703 6.568
H -9.145 4.863 -3.232
H 0.421 -0.689 -3.256
H -11.393 4.479 -4.284
H -2.782 1.626 9.653
H 5.951 -4.976 -2.144
H 0.966 0.182 5.270
H -3.425 -0.804 -3.226
H 6.029 -1.142 3.627
H 0.254 -1.068 -1.087
H -0.154 -2.468 -3.695
H 1.450 -1.268 1.169
H 7.015 0.628 -3.353
H 6.836 -5.528 -0.899
H 8.948 -1.497 -0.702
H 5.157 4.039 -2.479
H 8.906 -0.904 -3.986
H 4.338 6.323 -1.947
H -0.589 -3.854 -2.045
H -5.697 -1.112 -4.262
H 0.302 -1.260 3.222
H 3.837 -5.095 -2.494
H -4.594 -0.023 10.173
H 0.082 -2.371 1.114
H -3.186 1.632 11.378
H 4.798 -0.426 2.607
H 0.100 -2.813 4.037
H 4.283 5.299 -0.501
H -9.965 6.398 -3.513
H 1.421 -4.030 -3.745
H 7.951 -1.498 -5.356
H 7.426 -1.825 -3.705
H 8.190 -0.182 1.213
H 2.660 -1.194 4.141
H -4.168 0.040 -1.864

=====

Record 4
101
Properties=species:S:1:pos:R:3 method="wB97M-V/def2-TZVPD" smiles="C#CCCC[C@@]1(CCCI)C[C@](CCO)(C(F)(F)C(F)F)C(=O)N1.c1ccncc1.c1ccncc1.c1ccncc1.c1ccncc1.c1ccncc1" e_lumo_ha=0.0143 max_force_ev_per_a=1.313 homo_lumo_gap_ev=9.4 homo_energy_ev=-8.971
I 2.804 2.319 0.095
F -1.021 -3.388 1.980
F -0.072 -2.078 0.193
F -1.214 -5.207 0.790
F -0.845 -3.597 -1.150
O 0.092 -6.247 -1.448
O 2.391 -3.003 1.563
N 3.953 7.307 3.846
N 3.272 -2.003 -0.304
N 4.942 4.960 -0.405
N -11.242 -0.762 -2.616
N -6.605 -0.098 -0.750
N -4.817 0.093 3.763
C -11.735 1.182 -3.928
C 2.048 -5.061 -0.631
C 0.052 -3.396 -0.145
C -5.431 -2.030 4.690
C 6.061 5.509 0.062
C 5.563 7.629 -0.904
C 1.824 -2.935 -1.962
C -0.363 -4.220 1.120
C -9.927 1.229 -2.375
C 6.349 8.272 4.888
C -3.323 -1.777 3.605
C 1.482 0.634 0.015
C 1.498 -3.619 -0.624
C 4.129 5.739 -1.117
C -5.645 -2.643 -0.148
C -6.408 -2.427 -1.285
C 2.394 -2.860 0.369
C -6.858 -1.141 -1.539
C -5.369 -1.569 0.682
C 6.413 6.832 -0.155
C 5.241 8.108 5.702
C 7.050 -4.337 -1.531
C 2.982 -1.918 -1.740
C 8.113 -4.833 -1.765
C -4.226 -2.580 4.283
C 4.072 7.623 5.133
C 6.241 7.947 3.545
C 2.538 -0.470 -2.076
C -3.667 -0.453 3.374
C 1.302 0.117 -1.405
C -5.872 -0.322 0.340
C 1.472 -6.022 -1.655
C -10.244 -0.082 -2.055
C 4.393 7.072 -1.395
C 5.565 -2.379 -1.985
C -10.691 1.874 -3.334
C -11.968 -0.127 -3.534
C 4.202 -2.197 -2.656
C 5.750 -3.737 -1.261
C -5.678 -0.695 4.405
C 5.026 7.470 3.075
H -6.168 -2.620 5.217
H -5.271 -3.631 0.087
H -12.357 1.645 -4.681
H 0.462 -0.570 -1.407
H 1.659 -5.682 -2.673
H -4.778 -1.692 1.579
H -6.653 -3.236 -1.961
H 4.300 -1.351 -3.330
H -9.100 1.723 -1.883
H 6.319 -2.325 -2.763
H 0.534 1.014 0.380
H 5.804 8.666 -1.096
H 0.944 -2.480 -2.410
H -9.667 -0.618 -1.309
H 0.502 -4.604 1.651
H 5.782 -1.571 -1.290
H 0.993 0.967 -2.011
H -7.456 -0.928 -2.419
H 1.991 -6.975 -1.556
H -5.682 0.538 0.972
H 4.200 -2.282 -0.016
H -6.610 -0.230 4.706
H -2.377 -2.163 3.262
H 7.335 7.225 0.253
H 1.830 -0.109 0.719
H 4.900 7.206 2.033
H 3.223 5.266 -1.479
H 2.137 -3.660 -2.706
H 2.372 -0.437 -3.151
H -0.402 -5.887 -2.188
H 3.381 0.174 -1.827
H 3.113 -4.962 -0.836
H -3.996 -3.618 4.485
H 4.986 -4.449 -1.567
H -2.989 0.210 2.847
H 1.980 -5.531 0.349
H 7.281 8.648 5.292
H 9.061 -5.291 -1.880
H 5.698 -3.610 -0.181
H 3.696 7.656 -1.980
H 5.278 8.349 6.755
H 3.184 7.478 5.738
H -12.776 -0.700 -3.976
H -10.476 2.897 -3.614
H 4.035 -3.063 -3.295
H 6.700 4.854 0.644
H 7.082 8.058 2.873

=====

| no. | DFT total energy (hartree) |
| --- | --- |
| 1 | -2505.854352 |
| 2 | -9774.215651 |
| 3 | -5209.647158 |
| 4 | -2766.607308 |